Below is a single C5H11NO2 molecule, with properties calculated with the ωB97M-V functional and the def2-TZVPD basis.

Results
* energy above the lowest of the compared OMol25 structures with the same formula, charge and spin: 74.0 kcal per mole
* LUMO: 0.66 eV
* orbital gap: 8.2 eV

The geometry in XYZ format:
```
19
Properties=species:S:1:pos:R:3:lowdin_charge:R:1
O 0.43262 2.24230 0.55994 -0.1497
O 0.17530 -0.49137 -1.95650 -0.0136
N -1.72994 -1.19816 -0.27635 0.1861
C -0.08659 1.65154 -0.40470 -0.3776
C 0.40045 -0.09834 -0.61725 -0.4574
C 1.82258 -0.25849 -0.14281 -0.0114
C -0.55892 -0.37005 1.71340 0.0064
C -0.69026 -0.49515 0.23485 -0.3016
H 0.18304 -1.07859 2.08481 0.1028
H 0.79449 -0.01676 -2.52179 0.1034
H -1.78633 -1.23214 -1.28386 0.1114
H 0.04729 1.99105 -1.45125 0.1213
H 2.50876 0.09800 -0.91220 0.0905
H -0.20813 0.63830 1.95651 0.0925
H -2.60296 -1.19358 0.22677 0.1165
H 1.98399 0.34516 0.74897 0.0833
H -1.23247 1.33423 -0.24248 0.1207
H 2.05497 -1.30234 0.07339 0.0886
H -1.50787 -0.56561 2.21056 0.0877
```